Entry 1:
The following is a DFT calculation (wB97M-V/def2-TZVPD) of a structure of composition C40H51F6LaN5O10PS2Se2Si at a distorted geometry.

Output
HOMO level in eV: -2.82
Total charge: -2
Energy above the lowest of the compared OMol25 structures with the same formula, charge and spin in kcal/mol: 10.53
Kohn-Sham gap in eV: 6.2
Multiplicity: 1

Element x y z (Å)
La  0.2052  -1.0830  -0.6456
O  2.5727  0.1132  -3.8208
C  1.4557  -0.4022  -3.6048
O  0.5942  0.0404  -2.7536
C  0.9842  -1.8060  -4.3162
C  -0.4850  -1.9235  -4.0170
C  -1.2483  -3.0538  -4.7124
C  -0.6012  -4.3455  -4.1201
C  0.3232  -3.6737  -3.0215
O  -0.4958  -2.5307  -2.6629
C  1.5865  -3.0585  -3.6724
C  2.6018  -2.6937  -2.5963
O  3.7946  -2.8669  -2.8493
O  2.0666  -2.3096  -1.4684
H  1.1982  -1.7752  -5.3596
H  -1.0634  -0.9994  -3.9856
H  -2.3239  -2.9098  -4.7164
H  -1.0518  -3.0271  -5.6837
H  -1.3350  -4.8681  -3.5759
H  -0.0938  -4.8858  -4.9624
H  0.4350  -4.3533  -2.1912
H  2.0800  -3.7391  -4.3334
N  -2.7472  0.5900  1.1579
C  -1.6683  1.4571  1.1615
N  -0.4669  1.1487  0.8015
C  0.3786  2.2809  0.8742
C  -0.2230  3.4020  1.3677
S  -1.8707  3.0872  1.7450
C  1.8005  2.0827  0.5077
C  2.7862  2.9016  0.9056
S  4.2722  2.2317  0.2904
C  3.4833  0.8299  -0.2212
N  2.1509  0.8945  -0.0664
N  4.1530  -0.3035  -0.6527
H  -2.7228  -0.0682  0.3570
H  -3.6437  1.1179  1.1548
H  0.1181  4.3818  1.4040
H  2.6963  3.8983  1.3060
H  4.9065  -0.0071  -1.2313
H  3.6004  -1.0102  -1.1078
Se  0.2179  8.2365  2.3866
P  -2.5319  3.9360  -1.8769
Se  -3.5987  2.8374  -3.5529
C  -3.2644  5.6545  -1.9540
C  -3.5859  6.1399  -3.1563
C  -3.9036  7.4973  -3.3030
C  -3.7632  8.3761  -2.2802
C  -3.5046  7.8961  -1.0233
C  -3.3395  6.5318  -0.8987
C  -0.7708  4.2541  -2.3223
C  0.0036  3.1593  -2.7174
C  1.3605  3.1855  -2.8623
C  1.9823  4.3799  -2.6657
C  1.2489  5.5234  -2.3764
C  -0.1088  5.4679  -2.1529
H  -3.3758  5.4778  -4.0666
H  -4.1822  7.8977  -4.2689
H  -3.8278  9.4173  -2.6137
H  -3.4811  8.4425  -0.0782
H  -3.0572  6.1186  0.0760
H  -0.5151  2.1943  -2.9326
H  1.7762  2.2240  -3.1831
H  3.0382  4.4725  -2.8763
H  1.8217  6.4374  -2.3298
H  -0.7779  6.2787  -1.8437
F  -2.0842  -0.7983  -1.0121
O  -4.2626  0.2127  -2.6915
N  -4.0038  1.2602  -2.2930
F  0.9429  10.5919  3.6831
C  0.4194  10.0997  2.4919
F  1.3378  10.5469  1.4937
C  -0.8128  11.0294  2.2876
F  -1.4123  10.8670  1.0935
F  -1.7538  10.9474  3.2257
F  -0.4146  12.3712  2.3230
C  4.0674  -4.1841  3.7532
C  3.2028  -3.7735  2.5921
C  3.0863  -2.2890  2.4823
C  3.8228  -4.4175  1.3436
O  1.8595  -4.2942  2.7928
Si  0.4745  -3.9279  1.9452
O  0.4380  -2.7473  0.9369
O  0.0376  -5.2885  1.1305
C  -0.2627  -6.5756  1.4962
C  0.2164  -6.8860  2.8966
C  0.3673  -7.4993  0.4821
C  -1.7874  -6.6921  1.3944
O  -0.6241  -3.7965  3.2481
C  -1.5587  -2.9073  3.6236
C  -1.8025  -3.3409  5.0689
C  -2.7919  -3.0071  2.6943
C  -1.1095  -1.3949  3.6874
H  5.0481  -3.6463  3.7167
H  4.2676  -5.3512  3.7874
H  3.6985  -3.9309  4.7907
H  4.0478  -1.7676  2.4527
H  2.6247  -1.8087  3.3499
H  2.5727  -2.0373  1.5326
H  4.8221  -4.0492  1.1627
H  3.2743  -4.0769  0.4146
H  3.8160  -5.4876  1.5400
H  1.3109  -6.6510  2.9075
H  -0.0679  -7.9028  3.1496
H  -0.2766  -6.1612  3.6201
H  1.3579  -7.1108  0.1188
H  -0.3402  -7.6373  -0.3668
H  0.5774  -8.5267  1.0040
H  -2.3027  -5.9312  2.0417
H  -2.0766  -7.6763  1.7634
H  -2.1320  -6.4815  0.3769
H  -1.7415  -4.4046  5.0634
H  -2.7407  -3.0794  5.5146
H  -1.0091  -2.8998  5.7142
H  -3.1094  -4.0064  2.4587
H  -2.6478  -2.5334  1.7695
H  -3.5962  -2.5374  3.1719
H  -0.3919  -1.3573  4.5007
H  -1.9212  -0.6495  3.8312
H  -0.7197  -1.2048  2.6318


Entry 2:
The following is a DFT calculation (wB97M-V/def2-TZVPD) of a cluster of 2 separate species, C2H8 in total.

Output
HOMO level in eV: -13.07
Energy above the lowest of the compared OMol25 structures with the same formula, charge and spin in kcal/mol: 0.09
Kohn-Sham gap in eV: 14.2
Multiplicity: 1

Element x y z (Å)
C  11.7400  -5.1554  -6.6821
H  12.4692  -4.7042  -7.3710
H  11.0627  -5.8149  -7.2445
H  11.1564  -4.3611  -6.1936
H  12.2715  -5.7417  -5.9181
C  10.5739  -1.4439  -6.5162
H  10.0470  -2.1574  -5.8656
H  11.6535  -1.6535  -6.4924
H  10.3914  -0.4191  -6.1605
H  10.2036  -1.5451  -7.5470


Entry 3:
The following is a DFT calculation (wB97M-V/def2-TZVPD) of a structure of composition C38H35As2BrN3O6RuS at a distorted geometry.

Output
HOMO level (alpha / beta) in eV: -6.07 / -7.87
Energy above the lowest of the compared OMol25 structures with the same formula, charge and spin in kcal/mol: 0.00
Kohn-Sham gap (alpha / beta) in eV: 6.3 / 6.5
Multiplicity: 6

Element x y z (Å)
Ru  -0.1244  0.0623  -0.0697
O  -2.9670  -0.1385  3.0175
As  -1.1642  -0.1598  3.2892
O  -0.7621  1.4812  2.5748
O  -0.6346  -0.9962  1.9305
C  -0.8373  2.7164  3.1141
C  -1.9726  3.1887  3.7718
C  -2.0137  4.4991  4.2220
C  -0.9488  5.3624  4.0125
C  0.1939  4.9018  3.3679
C  0.2338  3.5950  2.9498
S  1.8632  2.7554  2.2404
O  2.6440  2.7871  3.4970
O  0.0972  2.0346  -0.1272
O  3.0753  1.9374  1.0796
H  -3.4448  -0.1380  3.8556
H  -2.8111  2.5177  3.9132
H  -2.8983  4.8472  4.7402
H  -1.0029  6.3853  4.3603
H  1.0446  5.5517  3.2052
C  -4.2631  -0.8760  0.1447
C  -4.9369  0.3293  0.0540
C  -4.2110  1.4703  -0.2051
C  -2.8216  1.4257  -0.3966
N  -2.1724  0.2545  -0.2090
C  -2.8924  -0.8507  0.0403
C  -2.1331  2.6560  -0.8229
C  -2.8889  3.6615  -1.4505
C  -2.3592  4.8822  -1.7969
C  -1.0163  5.1445  -1.5329
C  -0.2306  4.1657  -0.9804
C  -0.7513  2.8996  -0.6270
H  -4.7725  -1.8080  0.3395
H  -6.0092  0.3838  0.1873
H  -4.7182  2.4210  -0.2302
H  -2.3278  -1.7548  0.1865
H  -3.9212  3.4646  -1.7031
H  -2.9808  5.6263  -2.2764
H  -0.5898  6.1063  -1.7879
H  0.8263  4.3212  -0.8006
Br  5.8512  -1.4209  4.1387
C  4.6660  -0.7678  2.8355
C  3.3051  -0.5987  3.1475
C  2.4663  -0.0684  2.2295
C  2.9354  0.5169  0.9241
C  4.3269  0.0216  0.5945
C  5.1425  -0.5087  1.5330
N  1.9927  0.1407  -0.1671
C  2.2884  0.6072  -1.3856
C  1.3466  0.5696  -2.4213
C  1.6362  0.8122  -3.7885
C  0.6660  0.6447  -4.7321
C  -0.6315  0.2445  -4.3366
C  -0.8790  0.0578  -2.9998
N  0.0608  0.2160  -2.0635
H  2.9388  -0.9122  4.1162
H  1.4202  0.0532  2.4471
H  4.7000  0.2132  -0.4025
H  6.1636  -0.7642  1.2816
H  3.2682  1.0299  -1.5818
H  2.6439  1.1063  -4.0500
H  0.8836  0.8052  -5.7794
H  -1.4189  0.1053  -5.0614
H  -1.8630  -0.2297  -2.6525
C  -0.8794  -3.8292  0.1318
As  0.3484  -2.3353  -0.1987
C  1.7382  -2.8933  1.0331
C  1.0432  -2.9055  -1.9763
C  2.1492  -3.9108  -1.9491
C  1.9413  -5.2365  -2.3164
C  2.9939  -6.1413  -2.3314
C  4.2678  -5.7345  -1.9682
C  4.4857  -4.4147  -1.5941
C  3.4370  -3.5112  -1.5902
H  -0.3168  -4.7610  0.0855
H  -1.6799  -3.8557  -0.6075
H  -1.3074  -3.7117  1.1270
H  2.0333  -3.9201  0.8231
H  1.3254  -2.8141  2.0371
H  2.6024  -2.2377  0.9560
H  1.3945  -1.9978  -2.4665
H  0.1831  -3.2772  -2.5366
H  0.9492  -5.5581  -2.6131
H  2.8191  -7.1648  -2.6377
H  5.0895  -6.4384  -1.9789
H  5.4794  -4.0887  -1.3143
H  3.6084  -2.4742  -1.3193


Entry 4:
The following is a DFT calculation (wB97M-V/def2-TZVPD) of a structure of composition C18H40F8N6NaO16S8 at a distorted geometry.

Output
HOMO level in eV: -5.75
Total charge: -1
Kohn-Sham gap in eV: 6.6
Multiplicity: 1

Element x y z (Å)
Na  -0.6340  0.4875  -0.1675
C  0.8878  -2.2937  -5.1564
C  2.2649  -1.7644  -4.7079
C  2.4971  -0.2087  -4.9006
N  3.5669  0.3546  -3.9073
C  3.0845  0.3605  -2.3840
C  2.0770  1.3116  -1.9392
C  2.4386  2.8051  -2.2948
C  2.6390  2.7756  -3.8458
C  3.7504  1.8411  -4.4148
C  4.8826  -0.3613  -3.9499
H  0.8546  -2.1743  -6.2393
H  0.0712  -1.7826  -4.6466
H  0.7302  -3.3657  -5.0376
H  3.0141  -2.3934  -5.1885
H  2.5105  -2.0415  -3.6827
H  1.5137  0.2071  -4.6811
H  2.7607  0.0139  -5.9346
H  2.7421  -0.6417  -2.1262
H  4.0290  0.3895  -1.8406
H  1.1129  1.1090  -2.4057
H  1.9349  1.0793  -0.8838
H  1.7215  3.5042  -1.8647
H  3.3098  3.2514  -1.8153
H  1.6416  2.7304  -4.2832
H  2.8061  3.7873  -4.2156
H  4.0028  1.8762  -5.4746
H  4.6405  2.1974  -3.8963
H  4.6937  -1.3603  -3.5571
H  5.6159  0.1895  -3.3608
H  5.2485  -0.6632  -4.9313
C  -2.8416  -2.0538  2.2777
C  -1.5926  -2.6540  3.1371
C  -0.6794  -1.5013  3.5750
N  0.6045  -1.7663  4.3791
C  0.2440  -2.7748  5.5192
C  -0.4499  -2.0553  6.6707
C  0.1836  -0.7398  7.2270
C  0.5410  0.2311  6.0918
C  1.1185  -0.4198  4.8288
C  1.7663  -2.5240  3.6069
H  -3.6627  -1.7277  2.9161
H  -3.1840  -2.7343  1.4980
H  -2.4496  -1.2368  1.6720
H  -1.1912  -3.3970  2.4480
H  -1.9353  -3.2898  3.9534
H  -1.2866  -0.7635  4.0995
H  -0.1744  -1.1114  2.6912
H  -0.1009  -3.6969  5.0514
H  1.1768  -3.1838  5.9072
H  -1.4863  -1.9522  6.3492
H  -0.4700  -2.8120  7.4550
H  -0.3266  -0.1403  7.9809
H  0.9753  -1.2236  7.7991
H  -0.3798  0.7971  5.9509
H  1.3523  0.8282  6.5080
H  0.9782  0.3072  4.0290
H  2.2035  -0.5026  4.8930
H  1.5594  -3.5168  3.2075
H  2.6819  -2.2932  4.1515
H  1.7670  -1.9455  2.6831
N  -7.0878  1.7368  -0.7220
S  -5.4990  1.9811  -1.0137
O  -4.7793  3.0128  -0.2373
O  -5.0639  1.5813  -2.3478
F  -5.0205  0.7006  -0.2615
S  -7.5265  3.0085  -1.4430
O  -7.0251  3.4159  -2.7764
O  -7.9521  4.0561  -0.5207
F  -8.9483  2.3579  -1.8331
N  -1.3631  1.5947  -2.2025
S  -1.5526  1.3455  -3.6495
O  -0.5065  1.7227  -4.5838
O  -2.8951  1.2349  -4.1434
F  -1.1922  -0.2111  -3.6577
S  -1.6667  3.3180  -2.3265
O  -3.0361  3.7861  -2.5517
O  -0.6957  4.1670  -3.0112
F  -1.3630  3.7381  -0.8148
N  -0.0523  1.5244  1.8760
S  0.9656  2.6312  2.0986
O  1.2789  3.1671  3.4259
O  1.1383  3.4953  0.9787
F  2.1943  1.6566  1.7926
S  -1.3771  2.2882  2.6691
O  -1.8299  3.5964  2.1785
O  -1.5925  1.9267  4.0604
F  -2.4553  1.4557  1.7590
N  -0.4136  -1.8898  -0.2948
S  -1.4088  -2.7279  -1.0787
O  -1.7936  -4.0356  -0.5430
O  -1.3636  -2.6292  -2.5386
F  -2.6956  -1.8432  -0.7081
S  0.8800  -3.0108  -0.6080
O  1.3191  -3.4478  -1.9900
O  0.9196  -4.1166  0.4430
F  2.1100  -1.9552  -0.2474


Calculated E_tot, -256939.9801; -2203.6299; -261862.3724; -173845.8913 eV (same order as the records).